<A>
Here is 2 unconnected molecules or ions with the total composition C4H8NO2 from the OMol25 dataset. Energies are from the ωB97M-V functional and the def2-TZVPD basis.

Each line ends with the natural charge from an NBO analysis.
Positions of all 15 atoms, in Å:
H (-1.53674, -0.01330, -1.57749)  0.167
H (-0.26555, 2.09450, 2.12184)  0.176
H (-2.77831, -0.73525, -0.52389)  0.164
C (-0.09649, 1.26749, 1.44473)  -0.533
N (-0.83570, -0.72667, 0.28445)  -0.672
H (-1.60576, -1.77000, -1.37063)  0.187
H (0.87464, 1.16717, 0.97440)  0.241
H (3.50027, -0.61813, -1.36188)  -0.006
O (3.18920, 0.55842, 0.21040)  -0.748
O (1.55205, -0.50041, -0.96347)  -0.820
H (-2.10135, 0.58777, 1.32820)  0.149
C (2.74229, -0.19051, -0.66018)  0.650
C (-1.73292, -0.81679, -0.85163)  -0.401
C (-1.05623, 0.39790, 1.08104)  0.003
H (0.15059, -0.70218, -0.13588)  0.443

Values from the calculation:
* gap between HOMO and LUMO: 8.154 eV
* total charge: -1
* HOMO: -0.1475 Eh

<B>
Here is a gas-phase ion, C4H8NO2 (charge -1) from the OMol25 dataset. Energies are from the ωB97M-V functional and the def2-TZVPD basis.

Each line ends with the natural charge from an NBO analysis.
Positions of all 15 atoms, in Å:
H (-1.04733, 0.87979, -0.00796)  0.188
O (-0.63270, -2.80490, 0.30349)  -0.643
O (0.20718, 3.10641, 0.67777)  -0.947
H (-0.58991, -0.65672, -1.92744)  0.395
C (0.44022, -0.64391, 0.25032)  -0.532
H (0.52954, -0.69262, 1.34474)  0.228
C (0.49725, 1.85560, 1.03934)  0.011
H (1.44611, -0.84096, -0.12587)  0.218
H (-0.03925, 1.48237, 1.96300)  0.053
N (-0.98453, -1.47587, -1.48935)  -0.841
C (-0.48053, -1.72249, -0.23287)  0.692
C (0.04315, 0.81394, -0.02602)  -0.454
H (-1.23069, -2.27164, -2.05063)  0.384
H (0.26209, 1.24521, -1.01476)  0.185
H (1.57940, 1.72578, 1.29623)  0.064

Values from the calculation:
* gap between HOMO and LUMO: 5.959 eV
* total charge: -1
* HOMO: -0.0879 Eh

Of them, <A> has the highest stability.